[1]
Below is a structure of composition C51H79BBrN4O2P3Rb, with properties calculated with ωB97M-V with the def2-TZVPD basis set.

E_HOMO (eV): -3.0
Orbital gap (eV): 4.697
Lowest unoccupied orbital energy (eV): 1.67
Total charge: -1
Calculated total energy (eV): -163468.607

Element x y z (Å)
Rb1 0.97 1.45 1.20
C1 3.85 2.72 1.26
C2 4.14 1.60 2.08
C3 3.38 1.72 3.26
C4 2.62 2.91 3.17
C5 2.92 3.53 1.94
C6 2.38 4.83 1.42
C7 1.66 3.39 4.23
C8 3.38 0.81 4.45
C9 5.19 0.58 1.78
C10 4.47 3.03 -0.07
H1 2.17 4.79 0.35
H2 3.09 5.66 1.57
H3 1.45 5.12 1.92
H4 0.94 2.61 4.52
H5 1.08 4.25 3.88
H6 2.17 3.69 5.15
H7 2.37 0.49 4.73
H8 3.80 1.29 5.34
H9 3.96 -0.10 4.27
H10 5.06 0.13 0.79
H11 5.18 -0.24 2.50
H12 6.20 1.00 1.79
H13 3.72 3.19 -0.85
H14 5.11 2.21 -0.41
H15 5.09 3.94 -0.04
C11 -3.76 -4.31 -1.28
C12 -3.04 -3.27 -2.15
C13 -3.90 -2.98 -3.38
C14 -1.72 -3.89 -2.64
P1 -2.46 -1.84 -1.05
C15 -1.82 -0.64 -2.32
N1 -0.38 -0.72 -2.44
B1 0.60 -0.61 -1.33
N2 1.83 -0.99 -2.06
C16 3.12 -1.31 -1.48
P2 3.38 -3.16 -1.35
C17 2.69 -3.55 0.36
C18 3.31 -4.84 0.92
C19 2.81 -2.44 1.41
C20 1.19 -3.83 0.14
C21 5.28 -3.29 -1.30
C22 5.79 -2.63 -2.59
C23 5.98 -2.64 -0.11
C24 5.67 -4.77 -1.39
C25 1.60 -1.23 -3.40
C26 2.46 -1.56 -4.43
C27 1.94 -1.70 -5.72
C28 0.59 -1.51 -5.96
C29 -0.29 -1.17 -4.93
C30 0.22 -1.04 -3.64
C31 -3.98 -0.93 -0.39
C32 -5.20 -0.83 -1.30
C33 -3.52 0.48 -0.03
C34 -4.38 -1.61 0.93
H16 -3.88 -5.23 -1.85
H17 -4.75 -3.97 -0.99
H18 -3.18 -4.53 -0.38
H19 -3.96 -3.88 -3.99
H20 -3.49 -2.19 -4.01
H21 -4.92 -2.69 -3.11
H22 -1.93 -4.84 -3.14
H23 -1.04 -4.09 -1.81
H24 -1.20 -3.25 -3.34
H25 -2.14 0.37 -2.06
H26 -2.28 -0.86 -3.29
H27 3.18 -0.81 -0.51
H28 3.92 -0.90 -2.10
H29 4.33 -4.70 1.26
H30 3.29 -5.64 0.18
H31 2.71 -5.17 1.78
H32 3.83 -2.05 1.51
H33 2.51 -2.84 2.38
H34 2.16 -1.61 1.17
H35 1.05 -4.69 -0.53
H36 0.68 -2.96 -0.28
H37 0.72 -4.06 1.10
H38 5.77 -1.55 -2.54
H39 5.22 -2.96 -3.46
H40 6.83 -2.93 -2.74
H41 5.72 -1.59 -0.02
H42 7.06 -2.71 -0.24
H43 5.73 -3.13 0.84
H44 5.20 -5.24 -2.25
H45 5.40 -5.34 -0.50
H46 6.76 -4.84 -1.51
H47 3.51 -1.71 -4.24
H48 2.61 -1.96 -6.53
H49 0.20 -1.61 -6.97
H50 -1.34 -1.02 -5.14
H51 -4.95 -0.42 -2.27
H52 -5.95 -0.17 -0.84
H53 -5.68 -1.80 -1.45
H54 -3.44 1.13 -0.91
H55 -2.54 0.47 0.46
H56 -4.24 0.93 0.65
H57 -4.70 -2.64 0.79
H58 -5.20 -1.06 1.40
H59 -3.54 -1.62 1.63
C35 0.04 -1.22 4.39
O1 -0.54 -0.09 3.76
C36 -1.83 0.20 4.06
C37 -2.61 -0.50 4.96
C38 -3.94 -0.13 5.15
Br1 -4.99 -1.11 6.40
C39 -4.50 0.91 4.47
C40 -3.71 1.64 3.56
C41 -2.37 1.30 3.36
O2 -1.57 1.93 2.50
C42 -4.29 2.71 2.75
N3 -3.60 3.47 1.92
C43 -4.52 4.30 1.31
C44 -4.33 5.28 0.34
C45 -5.45 5.96 -0.11
C46 -6.73 5.68 0.39
C47 -6.93 4.71 1.36
C48 -5.80 4.03 1.80
N4 -5.63 3.01 2.72
H60 0.10 -1.08 5.47
H61 1.04 -1.30 3.98
H62 -0.53 -2.13 4.16
H63 -2.20 -1.34 5.51
H64 -5.54 1.16 4.64
H65 -2.09 2.65 2.06
H66 -3.35 5.49 -0.06
H67 -5.34 6.72 -0.87
H68 -7.58 6.23 0.01
H69 -7.92 4.49 1.74
H70 -6.34 2.57 3.27
C49 -0.09 5.07 -2.94
P3 0.55 3.61 -2.02
C50 0.92 2.49 -3.43
C51 -1.05 2.88 -1.48
H71 -0.86 4.78 -3.67
H72 0.73 5.56 -3.47
H73 -0.52 5.79 -2.24
H74 0.06 2.37 -4.09
H75 1.20 1.51 -3.04
H76 1.76 2.88 -4.00
H77 -1.78 2.84 -2.29
H78 -1.47 3.44 -0.64
H79 -0.86 1.85 -1.14

Mulliken atomic charge list, values in e, 8 entries:
1 Rb 0.453
2 C 0.676
3 C 1.192
4 C -0.218
5 C 0.588
6 C 0.250
7 C -1.276
8 C -1.287



[2]
Below is an isolated molecule of C4H8N2, with properties calculated with ωB97M-V with the def2-TZVPD basis set.

⟨S²⟩: 2.0044
E_HOMO (alpha / beta) (eV): -3.5 / -12.2
Orbital gap (alpha / beta) (eV): 4.303 / 8.685
Lowest unoccupied orbital energy (alpha / beta) (eV): 0.80 / -3.50
2S+1: 3
Total charge: 0
Calculated total energy (eV): -7250.695

Element x y z (Å)
C1 -0.49 -1.87 -0.80
C2 -1.85 0.04 -0.06
C3 1.86 0.23 0.23
C4 -0.39 -0.62 -0.05
N1 -0.55 -2.85 -1.43
N2 0.69 0.14 -0.56
H1 -2.42 -0.54 -0.91
H2 -1.68 1.08 -0.44
H3 -2.25 0.03 0.95
H4 2.40 -0.75 0.08
H5 2.43 1.04 -0.24
H6 1.63 0.56 1.29
H7 -0.09 -0.98 0.89
H8 0.25 1.01 -1.01

Mulliken atomic charge list, values in e, 8 entries:
1 C -0.589
2 C -1.102
3 C -1.357
4 C 0.569
5 N -0.360
6 N -0.842
7 H 0.368
8 H 0.449



[3]
Below is a cluster of 2 separate species, C2H8N2O in total, with properties calculated with ωB97M-V with the def2-TZVPD basis set.

E_HOMO (eV): -9.5
Orbital gap (eV): 10.301
SMILES string: [H]/N=C/N.CO
Lowest unoccupied orbital energy (eV): 0.83
Total charge: 0
Calculated total energy (eV): -7229.632

Element x y z (Å)
H1 -1.57 -1.91 -0.94
N1 -0.81 -1.24 -1.17
C1 0.23 -1.59 -0.46
N2 1.52 -1.07 -0.62
H2 0.06 -2.36 0.36
H3 2.22 -1.62 -0.27
H4 1.73 -0.38 -1.35
C2 -0.33 1.97 0.96
O1 -1.48 1.26 0.36
H5 0.74 1.66 0.76
H6 -0.29 1.79 2.07
H7 -0.46 3.01 0.73
H8 -1.55 0.49 -0.41

Mulliken atomic charge list, values in e, 8 entries:
1 H 0.239
2 N -0.791
3 C 0.224
4 N -0.393
5 H 0.278
6 H 0.204
7 H 0.243
8 C -0.485



[4]
Below is a structure of composition C29H18BrClIMnN5O4Se, with properties calculated with ωB97M-V with the def2-TZVPD basis set.

⟨S²⟩: 0.9717
E_HOMO (alpha / beta) (eV): -7.2 / -7.1
Orbital gap (alpha / beta) (eV): 6.147 / 6.094
Lowest unoccupied orbital energy (alpha / beta) (eV): -1.01 / -1.01
2S+1: 2
Total charge: 0
Calculated total energy (eV): -233340.211

Element x y z (Å)
Mn1 -0.22 0.09 -0.39
Se1 -5.91 -4.36 2.38
N1 -5.21 -2.80 2.87
C1 -4.25 -2.53 2.03
C2 -3.45 -1.31 2.09
C3 -3.64 -0.30 3.04
C4 -2.82 0.81 2.99
C5 -1.86 0.91 2.00
N2 -1.68 -0.04 1.08
C6 -2.45 -1.13 1.14
C7 -2.18 -2.16 0.12
N3 -1.16 -1.89 -0.70
C8 -0.91 -2.73 -1.69
C9 -1.64 -3.90 -1.89
C10 -2.66 -4.20 -1.01
C11 -2.95 -3.31 0.02
C12 -4.01 -3.51 1.00
N4 -4.79 -4.56 1.01
H1 -4.41 -0.42 3.79
H2 -2.92 1.60 3.72
H3 -1.20 1.76 1.93
H4 -0.11 -2.44 -2.37
H5 -1.39 -4.55 -2.71
H6 -3.25 -5.11 -1.11
Cl1 6.03 -1.52 3.02
C13 4.51 -0.88 2.46
C14 4.05 0.30 2.96
C15 2.83 0.84 2.52
I1 2.17 2.66 3.28
C16 2.03 0.21 1.58
O1 0.91 0.69 1.18
C17 2.52 -1.05 1.06
N5 1.73 -1.65 0.14
C18 2.15 -2.78 -0.38
C19 3.36 -3.40 -0.03
C20 4.16 -2.81 0.90
C21 3.76 -1.59 1.49
H7 4.64 0.83 3.70
H8 1.51 -3.25 -1.12
H9 3.65 -4.33 -0.50
H10 5.10 -3.25 1.20
C22 -0.35 3.13 -1.41
O2 -0.37 2.22 -0.31
H11 0.67 3.32 -1.75
H12 -0.81 4.07 -1.11
H13 -0.92 2.68 -2.22
H14 0.42 2.29 0.25
Br1 1.24 1.02 -8.80
C23 0.90 0.80 -6.95
C24 1.97 0.74 -6.07
C25 1.72 0.58 -4.72
C26 0.41 0.49 -4.25
C27 -0.65 0.55 -5.15
C28 -0.41 0.71 -6.51
C29 0.15 0.32 -2.80
O3 -1.04 0.23 -2.36
O4 1.11 0.27 -1.98
H15 2.98 0.82 -6.44
H16 2.53 0.53 -4.00
H17 -1.66 0.48 -4.77
H18 -1.23 0.76 -7.21

Mulliken atomic charge list, values in e, 8 entries:
1 Mn 0.635
2 Se 0.241
3 N -0.860
4 C 0.977
5 C 0.241
6 C -0.593
7 C -1.021
8 C -0.079



[5]
Below is a cluster of 2 separate species, C4H9NO2 in total, with properties calculated with ωB97M-V with the def2-TZVPD basis set.

E_HOMO (eV): -10.0
Orbital gap (eV): 10.688
SMILES string: CCN=C=O.CO
Lowest unoccupied orbital energy (eV): 0.65
Total charge: 0
Calculated total energy (eV): -9878.544

Element x y z (Å)
C1 0.96 -0.27 -1.76
C2 1.39 0.90 -0.89
N1 0.86 0.80 0.46
C3 1.18 0.03 1.34
O1 1.43 -0.67 2.25
H1 -0.13 -0.31 -1.83
H2 1.38 -0.17 -2.76
H3 1.31 -1.22 -1.33
H4 2.48 0.96 -0.82
H5 1.04 1.84 -1.32
C4 -2.16 -0.56 1.28
O2 -1.97 0.44 0.31
H6 -2.52 -0.16 2.24
H7 -2.91 -1.26 0.90
H8 -1.25 -1.15 1.48
H9 -1.09 0.82 0.43

Mulliken atomic charge list, values in e, 8 entries:
1 C -0.959
2 C -0.413
3 N -0.542
4 C 0.782
5 O -0.446
6 H 0.274
7 H 0.337
8 H 0.303



[6]
Below is a cluster of 11 separate species, C17H54NO13 in total, with properties calculated with ωB97M-V with the def2-TZVPD basis set.

E_HOMO (eV): -4.8
Orbital gap (eV): 6.946
Lowest unoccupied orbital energy (eV): 2.16
Total charge: -1
Calculated total energy (eV): -46607.709

Element x y z (Å)
N1 0.10 -0.71 -0.45
O1 1.33 -0.85 -0.56
O2 -0.63 -1.68 -0.45
O3 -0.34 0.39 -0.15
C1 2.46 -6.49 -0.79
O4 1.15 -6.25 -1.28
H1 2.43 -6.99 0.18
H2 3.04 -7.07 -1.51
H3 3.03 -5.56 -0.70
H4 0.91 -5.33 -1.16
C2 -0.65 -2.04 5.48
O5 0.20 -3.10 5.56
H5 -1.03 -1.89 4.47
H6 -1.56 -2.20 6.06
H7 -0.26 -1.04 5.69
H8 1.01 -2.89 5.08
C3 0.67 -3.12 -7.52
C4 -0.37 -2.34 -6.82
C5 0.03 -0.85 -6.51
O6 -1.62 -2.31 -7.48
H9 1.45 -3.48 -6.84
H10 1.14 -2.48 -8.27
H11 0.22 -4.02 -7.95
H12 -0.62 -2.68 -5.81
H13 -0.83 -0.45 -5.97
H14 0.21 -0.28 -7.42
H15 0.97 -0.82 -5.96
H16 -2.15 -1.88 -6.81
C6 3.15 7.19 -2.72
C7 2.42 6.73 -3.95
C8 1.78 5.35 -3.73
O7 1.30 7.56 -4.29
H17 3.84 6.44 -2.33
H18 2.40 7.48 -1.99
H19 3.74 8.06 -3.03
H20 3.10 6.79 -4.80
H21 1.43 5.05 -4.72
H22 0.95 5.30 -3.02
H23 2.56 4.66 -3.43
H24 0.84 7.32 -5.09
C9 -1.79 4.28 6.60
C10 -1.44 4.28 5.17
C11 -1.97 5.50 4.49
O8 -0.10 4.22 4.97
H25 -1.48 5.19 7.10
H26 -1.47 3.34 7.06
H27 -2.88 4.34 6.58
H28 -1.89 3.43 4.65
H29 -3.05 5.59 4.52
H30 -1.66 5.52 3.44
H31 -1.59 6.42 4.93
H32 0.16 4.13 4.05
C12 5.38 -1.01 6.48
C13 5.53 -0.56 5.02
C14 7.05 -0.47 4.58
O9 4.80 -1.40 4.17
H33 5.76 -2.01 6.67
H34 4.34 -0.99 6.80
H35 5.82 -0.29 7.17
H36 5.05 0.41 4.85
H37 7.52 0.38 5.09
H38 7.22 -0.24 3.53
H39 7.49 -1.37 5.02
H40 4.65 -1.03 3.30
C15 -6.81 -4.42 -1.55
C16 -6.36 -4.17 -2.95
C17 -7.50 -4.06 -4.00
O10 -5.78 -2.87 -2.98
H41 -6.98 -5.49 -1.42
H42 -7.73 -3.87 -1.38
H43 -6.12 -4.21 -0.73
H44 -5.59 -4.89 -3.24
H45 -8.35 -3.46 -3.67
H46 -7.91 -5.05 -4.18
H47 -7.04 -3.68 -4.92
H48 -4.96 -2.96 -2.49
O11 -4.21 3.64 -0.69
H49 -4.03 4.58 -0.70
H50 -3.38 3.23 -0.45
O12 3.01 3.19 0.73
H51 3.02 2.23 0.75
H52 2.30 3.41 0.13
O13 -1.74 -6.47 2.93
H53 -1.36 -5.79 3.49
H54 -1.75 -6.09 2.05

Mulliken atomic charge list, values in e, 8 entries:
1 N 1.002
2 O -0.701
3 O -0.645
4 O -0.657
5 C -0.493
6 O -0.516
7 H 0.213
8 H 0.209



Which energy above the lowest of the compared OMol25 structures with the same formula, charge and spin belongs to each record? In order, 12.2; 54.0; 62.2; 0.0; 35.0; 0.0 kcal/mol.
Which max |F| belongs to each record? In order, 0.38; 3.03; 4.53; 0.44; 0.76; 3.32 eV/A.